C36H40BNOsP2 | the ωB97M-V functional and the def2-TZVPD basis

* E_LUMO (alpha / beta): -0.228 / -0.386 hartree
* HOMO level (alpha / beta): -12.26 / -13.74 eV
* energy above the lowest of the compared OMol25 structures with the same formula, charge and spin: 900.2 kJ/mol
* E: -61161.0164 eV
* multiplicity: 5
* charge: +2
* frontier orbital gap (alpha / beta): 6.1 / 3.2 eV

Element x y z (Å)
Os 0.04 0.92 0.18
C -1.90 1.09 -2.27
C -1.49 -0.19 -2.17
C -0.62 -0.83 -3.25
C 0.70 -0.03 -3.43
C 1.09 0.89 -2.30
C 0.49 2.08 -1.94
C -0.32 2.87 -2.97
C -1.57 2.04 -3.39
C 1.41 0.15 1.71
H -2.78 1.49 -1.73
H -2.18 -0.94 -1.72
H -1.14 -0.77 -4.24
H -0.45 -1.89 -3.05
H 1.53 -0.76 -3.62
H 0.58 0.52 -4.39
H 2.20 0.80 -2.23
H 0.81 2.74 -1.12
H 0.25 3.18 -3.88
H -0.66 3.80 -2.47
H -2.41 2.74 -3.55
H -1.41 1.49 -4.35
H 1.22 1.17 2.18
H 2.52 0.09 1.94
H 0.91 -0.62 2.30
P -1.38 -0.95 0.37
P 2.08 -0.31 0.02
C -0.15 -1.95 -0.56
C 1.16 -1.66 -0.79
C -2.19 -2.34 1.19
C -2.63 -3.43 0.41
C -3.54 -4.33 0.94
C -3.91 -4.25 2.28
C -3.35 -3.26 3.09
C -2.48 -2.31 2.56
C -2.95 0.35 0.32
C -2.71 1.72 0.39
C -3.76 2.62 0.38
C -5.07 2.16 0.21
C -5.27 0.78 -0.05
C -4.22 -0.15 0.05
C 3.50 -1.29 0.70
C 3.21 -2.57 1.21
C 4.24 -3.38 1.73
C 5.55 -2.86 1.74
C 5.83 -1.51 1.40
C 4.77 -0.74 0.88
C 3.00 1.32 -0.33
C 2.56 2.42 0.41
C 3.06 3.71 0.15
C 3.84 3.86 -1.01
C 4.23 2.78 -1.84
C 3.95 1.47 -1.39
H -0.61 -2.84 -1.03
H 1.78 -2.31 -1.43
H -2.27 -3.59 -0.61
H -3.97 -5.11 0.30
H -4.62 -4.97 2.71
H -3.60 -3.20 4.15
H -2.01 -1.54 3.17
H -1.68 2.17 0.28
H -3.53 3.69 0.48
H -5.90 2.87 0.25
H -6.24 0.46 -0.34
H -4.40 -1.21 -0.06
H 2.18 -2.94 1.14
H 4.01 -4.40 2.06
H 6.38 -3.54 2.01
H 6.84 -1.10 1.48
H 4.99 0.30 0.58
H 1.64 2.37 1.05
H 2.75 4.55 0.82
H 4.19 4.85 -1.29
H 4.80 2.91 -2.84
H 4.33 0.61 -1.91
B -1.70 0.58 4.55
C -1.22 0.80 3.13
N -0.94 1.14 2.03
H -2.93 0.75 4.61
H -1.05 1.36 5.25
H -1.39 -0.57 4.80

=====

C27H24F3IrN4O5 | the ωB97M-V functional and the def2-TZVPD basis

* E_LUMO (alpha / beta): -0.036 / -0.038 hartree
* HOMO level (alpha / beta): -8.58 / -8.61 eV
* energy above the lowest of the compared OMol25 structures with the same formula, charge and spin: 270.1 kJ/mol
* E: -55576.1204 eV
* frontier orbital gap (alpha / beta): 7.6 / 7.6 eV

Element x y z (Å)
Ir 0.17 -0.96 -1.90
O 0.12 -0.68 0.99
C -0.68 -1.78 1.40
C -1.10 -2.68 0.20
O -1.65 -3.73 0.41
O -0.92 -2.29 -1.05
C -1.98 -1.22 1.95
C -2.81 -2.00 2.74
C -4.02 -1.50 3.19
C -4.41 -0.21 2.85
C -3.59 0.56 2.04
C -2.38 0.06 1.59
C 0.14 -2.59 2.39
C 1.05 -3.53 1.91
C 1.90 -4.19 2.78
C 1.85 -3.92 4.14
C 0.96 -2.98 4.62
C 0.11 -2.31 3.75
H 1.03 -0.98 0.97
H -2.53 -3.02 2.98
H -4.66 -2.12 3.81
H -5.36 0.18 3.20
H -3.89 1.56 1.76
H -1.76 0.66 0.95
H 1.09 -3.76 0.85
H 2.59 -4.93 2.40
H 2.50 -4.45 4.82
H 0.93 -2.75 5.68
H -0.57 -1.57 4.13
C 1.98 2.80 -2.25
N 1.93 2.93 -0.78
C 1.56 4.32 -0.41
C 1.05 1.89 -0.10
C -0.33 1.81 -0.68
C -1.26 2.79 -0.32
C -2.51 2.86 -0.90
C -2.85 1.94 -1.88
C -1.97 0.93 -2.22
C -0.72 0.80 -1.59
H 2.74 3.48 -2.61
H 0.99 3.03 -2.65
H 2.24 1.77 -2.51
H 2.89 2.76 -0.44
H 0.59 4.54 -0.84
H 2.32 4.98 -0.81
H 1.53 4.40 0.68
H 1.04 2.19 0.95
H 1.58 0.94 -0.20
H -0.99 3.51 0.45
H -3.20 3.63 -0.60
H -3.82 2.00 -2.36
H -2.27 0.19 -2.95
N 2.15 -1.07 -0.92
C 3.24 -0.70 -1.05
N 4.46 -0.29 -1.19
C 4.65 0.83 -0.54
N 4.80 1.85 0.00
F 1.65 0.70 -6.02
C 1.02 -0.47 -5.87
F 1.83 -1.45 -6.28
F -0.06 -0.46 -6.66
C 0.62 -0.71 -4.40
O -0.20 -1.58 -4.11
O 1.19 -0.03 -3.49

=====

C3H19N8Si | the ωB97M-V functional and the def2-TZVPD basis

* E_LUMO (alpha / beta): -0.097 / -0.262 hartree
* HOMO level (alpha / beta): -6.81 / -13.25 eV
* E: -23207.3709 eV
* multiplicity: 3
* charge: +1
* frontier orbital gap (alpha / beta): 4.2 / 6.1 eV

Element x y z (Å)
C 2.34 -0.65 -0.06
C 1.01 0.10 -0.02
C -0.24 -0.75 0.21
N 3.29 0.36 -0.45
N 0.74 0.68 -1.29
N 1.01 1.33 0.98
N -0.07 -1.91 -1.05
N -2.55 0.34 -1.71
N -3.11 -0.32 0.95
N -1.50 1.94 0.38
N -0.20 -1.36 1.48
Si -1.89 0.20 -0.15
H 2.64 -1.28 0.79
H 2.38 -1.33 -0.97
H 3.49 1.05 0.26
H 4.12 0.14 -0.87
H 1.64 1.05 -1.63
H 0.53 -0.24 -1.93
H -0.33 1.91 0.70
H 1.64 2.05 0.65
H -1.02 -2.40 -0.98
H 0.54 -2.66 -0.50
H -1.95 0.10 -2.42
H -3.47 0.10 -1.83
H -3.49 0.42 1.53
H -2.65 -0.82 1.67
H -1.78 2.63 -0.36
H -2.06 2.09 1.23
H 0.60 -1.94 1.78
H -1.06 -1.75 1.72
H 1.40 0.93 1.90

=====

C19H76N38O19 | the ωB97M-V functional and the def2-TZVPD basis

* E_LUMO: -0.018 hartree
* HOMO level: -8.24 eV
* energy above the lowest of the compared OMol25 structures with the same formula, charge and spin: 1266.5 kJ/mol
* E: -116474.0518 eV
* frontier orbital gap: 7.8 eV

Element x y z (Å)
C -0.44 3.71 -4.45
O 0.63 3.79 -3.92
N -1.05 2.60 -4.78
N -1.25 4.67 -4.61
H -0.58 1.71 -4.70
H -2.02 2.79 -4.94
H -2.04 4.59 -5.23
H -0.91 5.59 -4.36
C 3.44 3.28 0.22
O 4.38 3.88 -0.29
N 2.20 3.64 0.18
N 3.58 2.09 0.70
H 2.07 4.54 -0.26
H 1.39 3.32 0.69
H 4.45 1.59 0.86
H 2.72 1.56 0.75
C 4.01 3.33 -4.96
O 3.57 4.08 -5.81
N 3.25 3.15 -3.90
N 4.91 2.44 -5.06
H 3.64 2.67 -3.10
H 2.34 3.58 -3.89
H 5.15 1.84 -4.29
H 5.40 2.39 -5.94
C -2.22 -0.55 -3.39
O -2.16 -0.19 -2.25
N -2.89 0.01 -4.30
N -1.55 -1.63 -3.80
H -2.74 -0.35 -5.23
H -3.33 0.90 -4.13
H -1.67 -1.90 -4.77
H -1.08 -2.08 -3.03
C 0.58 -3.65 -2.54
O 0.63 -3.71 -3.77
N -0.27 -4.11 -1.71
N 1.50 -2.87 -1.94
H -1.06 -4.58 -2.13
H -0.16 -3.87 -0.73
H 1.89 -2.11 -2.49
H 1.40 -2.70 -0.94
C 1.74 1.50 7.94
O 1.15 1.61 9.01
N 2.60 2.34 7.49
N 1.54 0.58 7.02
H 2.96 2.06 6.59
H 3.25 2.67 8.18
H 0.86 -0.14 7.17
H 1.98 0.60 6.11
C -4.47 1.30 0.55
O -5.02 1.35 1.64
N -4.33 0.25 -0.25
N -3.83 2.30 -0.02
H -3.74 0.20 -1.06
H -4.72 -0.63 0.04
H -3.77 2.32 -1.02
H -4.03 3.07 0.60
C 0.32 3.33 4.45
O 1.43 3.00 4.16
N -0.68 3.04 3.69
N 0.10 3.98 5.56
H -0.36 2.53 2.88
H -1.61 3.35 3.92
H 0.87 4.15 6.18
H -0.86 4.28 5.71
C -5.23 -3.17 -1.55
O -5.79 -2.09 -1.35
N -4.15 -3.59 -0.92
N -5.28 -3.88 -2.71
H -3.66 -4.44 -1.17
H -3.79 -2.96 -0.22
H -4.59 -4.63 -2.70
H -5.65 -3.30 -3.45
C -2.92 -4.85 4.40
O -2.28 -5.87 4.48
N -4.18 -4.75 4.37
N -2.37 -3.69 4.48
H -4.66 -3.87 4.26
H -4.66 -5.64 4.46
H -1.39 -3.46 4.43
H -3.11 -3.01 4.33
C 0.32 -3.36 1.47
O -0.73 -3.17 0.85
N 1.37 -2.62 1.35
N 0.58 -4.53 2.01
H 2.23 -2.73 1.86
H 1.10 -1.67 1.12
H -0.17 -5.20 1.88
H 1.46 -4.60 2.49
C 2.36 -1.42 4.63
O 1.88 -2.50 4.90
N 1.79 -0.45 3.99
N 3.67 -1.19 4.70
H 2.40 0.21 3.53
H 0.79 -0.42 3.86
H 4.10 -1.93 5.23
H 3.90 -0.24 4.95
C 1.73 -0.21 -4.48
O 1.86 -0.30 -3.29
N 1.47 -1.20 -5.28
N 1.69 0.84 -5.24
H 1.30 -1.04 -6.26
H 1.16 -2.02 -4.77
H 1.18 0.82 -6.11
H 1.85 1.74 -4.82
C 5.28 -0.03 -1.76
O 5.39 1.02 -2.42
N 4.18 -0.56 -1.42
N 6.26 -0.72 -1.30
H 3.38 -0.25 -1.96
H 4.05 -1.26 -0.70
H 6.13 -1.49 -0.66
H 7.18 -0.33 -1.14
C 0.52 0.34 0.14
O 1.59 0.15 0.70
N -0.53 0.23 0.84
N 0.29 0.50 -1.12
H -0.41 0.06 1.83
H -1.40 0.11 0.35
H -0.64 0.25 -1.44
H 1.03 0.75 -1.75
C -2.86 -5.28 -4.04
O -3.25 -5.50 -2.94
N -2.29 -6.06 -4.81
N -2.77 -4.13 -4.59
H -2.10 -6.90 -4.29
H -1.91 -5.91 -5.74
H -2.85 -4.01 -5.59
H -2.82 -3.36 -3.94
C -4.34 3.14 -3.91
O -3.89 2.48 -4.84
N -3.64 3.22 -2.82
N -5.51 3.80 -3.93
H -2.75 2.75 -2.90
H -3.75 4.04 -2.25
H -5.75 4.35 -3.11
H -6.10 3.72 -4.74
C 4.99 2.44 4.98
O 4.45 1.51 5.45
N 6.16 2.82 5.29
N 4.42 3.37 4.24
H 6.75 2.24 5.87
H 6.55 3.65 4.86
H 4.90 4.24 4.02
H 3.47 3.28 3.91
C -2.01 -0.31 3.67
O -0.92 -0.78 3.60
N -3.03 -0.55 2.84
N -2.42 0.52 4.56
H -3.96 -0.26 3.10
H -2.78 -1.17 2.08
H -3.34 0.94 4.64
H -1.66 0.87 5.12

=====

- The highest E belongs to which entry?
  C3H19N8Si

=====

- Among the records above, which one has the lowest E?
  C19H76N38O19

=====

- Which of these has the highest E?
  C3H19N8Si